# 1
The following is a quantum chemistry calculation of a 11-piece molecular cluster, C40H58O33 overall at a distorted geometry, from OMol25.

ORCA input file:
```
! RIJCOSX wB97M-V def2-TZVPD def2/J DEFGRID3
* xyz 0 1
C 27.68579 -6.28595 -7.28603
C 26.24568 -6.77972 -7.03220
C 25.32111 -6.30407 -5.85665
O 24.20213 -5.87098 -6.45116
C 24.24972 -5.90336 -7.80096
O 23.39771 -5.58549 -8.59689
O 25.39829 -6.32069 -8.14940
H 28.35583 -6.93235 -6.71917
H 27.84848 -5.24529 -7.00557
H 28.00172 -6.36927 -8.32590
H 26.30997 -7.85486 -7.19964
H 25.64826 -5.42419 -5.30270
H 25.13903 -7.15728 -5.20322
C 22.64804 0.11348 -5.23599
C 22.01399 -0.15325 -3.93605
C 22.93801 0.03627 -2.66897
O 22.20483 0.89293 -1.83048
C 21.27733 1.45489 -2.55144
O 20.74133 2.45879 -2.10695
O 21.07497 0.89824 -3.76312
H 23.43385 -0.60893 -5.45674
H 22.97236 1.15365 -5.26731
H 21.96300 0.11835 -6.08380
H 21.38257 -1.03924 -3.86948
H 23.84836 0.47098 -3.08176
H 23.14478 -0.94409 -2.23973
C 16.16509 -8.68709 -8.84902
C 15.83702 -7.93797 -7.47307
C 15.33176 -8.82019 -6.33851
O 15.90754 -8.09871 -5.20523
C 16.95339 -7.35459 -5.67342
O 17.73879 -6.76508 -4.98397
O 17.05658 -7.49425 -6.95228
H 16.77831 -9.50773 -8.47673
H 16.90558 -8.19933 -9.48293
H 15.26481 -9.05415 -9.34185
H 15.15856 -7.11930 -7.71301
H 15.59310 -9.86237 -6.52204
H 14.24182 -8.83095 -6.33364
C 19.67139 -5.40913 -0.18080
C 18.14279 -5.54289 -0.04552
C 17.37161 -6.17474 -1.19837
O 16.26481 -6.99143 -0.72340
C 16.60331 -7.17542 0.49912
O 15.93308 -7.86138 1.35215
O 17.86986 -6.69899 0.71876
H 20.18442 -6.26009 0.26726
H 19.90284 -4.45320 0.28902
H 19.92358 -5.40970 -1.24123
H 17.65139 -4.73875 0.50217
H 18.02351 -6.70244 -1.89454
H 16.81672 -5.38701 -1.70797
C 19.67984 -10.05605 -6.79550
C 19.44066 -10.74731 -8.21103
C 20.38834 -10.32594 -9.37204
O 21.30926 -11.35422 -9.53820
C 20.93845 -12.37555 -8.58876
O 21.56890 -13.37559 -8.34953
O 19.92801 -12.00667 -7.88249
H 19.31920 -9.02893 -6.74030
H 20.70434 -9.98400 -6.43040
H 19.02407 -10.58591 -6.10463
H 18.38422 -10.58352 -8.42368
H 21.05686 -9.50999 -9.09743
H 19.95178 -9.99285 -10.31362
C 25.99385 -9.63596 -9.89296
C 24.88774 -10.03325 -9.02020
C 25.25468 -11.01560 -7.94417
O 24.55918 -10.50206 -6.81706
C 23.94167 -9.36475 -7.02138
O 23.10777 -8.89028 -6.14322
O 24.35043 -8.92324 -8.25386
H 25.65760 -9.57832 -10.92820
H 26.89196 -10.25261 -9.85788
H 26.54457 -8.71423 -9.70532
H 24.05302 -10.42331 -9.60259
H 26.30766 -11.24864 -7.78597
H 24.96218 -11.96965 -8.38276
C 20.65952 -2.46281 -9.05913
C 19.25056 -2.43010 -9.71125
C 18.88057 -1.09156 -10.27995
O 18.03792 -1.48766 -11.28500
C 18.14515 -2.79970 -11.52694
O 17.46794 -3.41373 -12.31926
O 19.14291 -3.33025 -10.80222
H 20.65725 -3.25812 -8.31376
H 20.93884 -1.53088 -8.56760
H 21.48804 -2.68585 -9.73138
H 18.41702 -2.65843 -9.04702
H 19.72488 -0.56068 -10.71974
H 18.49120 -0.30581 -9.63257
O 22.41392 -2.95573 -5.92805
C 21.73963 -3.96555 -5.63444
O 21.38794 -4.99446 -6.54218
C 20.59906 -5.91367 -5.84743
C 20.70966 -5.54268 -4.40675
O 21.10795 -4.20106 -4.49970
H 19.55637 -5.93952 -6.16400
H 21.08327 -6.86873 -6.05116
H 21.52069 -6.17110 -4.03877
H 19.84359 -5.68620 -3.76065
O 24.38602 -3.13960 -0.79550
C 24.44341 -4.39890 -1.00692
O 23.45536 -5.27863 -0.74368
C 23.60811 -6.49640 -1.47145
C 25.01952 -6.40512 -1.89357
O 25.23976 -5.01230 -1.93405
H 23.24051 -7.37147 -0.93554
H 22.78618 -6.47098 -2.18692
H 25.11305 -6.76416 -2.91848
H 25.58405 -6.91206 -1.11101
O 21.90923 -8.67310 -3.34790
C 22.08381 -9.89241 -3.36320
O 23.21232 -10.50629 -3.07214
C 23.14334 -11.75046 -3.71951
C 21.73430 -12.01129 -3.66123
O 21.12795 -10.74415 -3.64356
H 23.38044 -11.76499 -4.78331
H 23.86301 -12.37602 -3.19145
H 21.35036 -12.66473 -2.87782
H 21.38169 -12.51479 -4.56137
O 19.45251 -2.16374 -1.89301
C 18.77585 -2.56758 -2.79154
O 19.09866 -2.48566 -4.10019
C 17.97973 -2.92228 -4.86935
C 16.91510 -3.40429 -3.89563
O 17.50396 -3.07358 -2.65890
H 17.58360 -2.07657 -5.43145
H 18.53143 -3.66431 -5.44652
H 16.91408 -4.43614 -4.24690
H 15.94655 -2.95153 -4.10786
*
```

Summary:
**Kohn-Sham gap**: 9.60 eV
**Energy relative to the best compared isomer or geometry (same formula, charge and spin)**: 79.6 kcal/mol
**E**: -4041.78923 hartree
**SMILES string**: C[C@H]1COC(=O)O1.C[C@H]1COC(=O)O1.C[C@H]1COC(=O)O1.C[C@H]1COC(=O)O1.C[C@H]1COC(=O)O1.C[C@H]1COC(=O)O1.C[C@H]1COC(=O)O1.O=C1OCCO1.O=C1OCCO1.O=C1OCCO1.O=C1OCCO1

# 2
The following is a quantum chemistry calculation of C6H8BrO6Pd as an isolated structure at a distorted geometry, from OMol25.

ORCA input file:
```
! RIJCOSX wB97M-V def2-TZVPD def2/J DEFGRID3
* xyz 1 3
Pd 3.16346 2.16022 -1.72977
Br 1.23419 2.01164 0.09188
C 2.16040 -1.31214 1.90416
C 3.60528 -1.93024 1.67067
O 3.34344 -3.18371 1.11653
C 2.05720 -3.26589 0.66608
O 1.53644 -4.22132 0.11837
O 1.37379 -2.14821 0.99080
H 2.08465 -0.26164 1.62343
H 1.80071 -1.53586 2.90848
H 4.13372 -1.90124 2.62356
H 4.26240 -1.36989 1.00562
C -2.37708 2.16868 -0.78314
C -3.44927 2.38509 -1.85469
O -3.78173 1.10532 -2.23237
C -3.43510 0.24893 -1.28895
O -3.89109 -0.90940 -1.19886
O -2.65813 0.84960 -0.37545
H -2.59165 2.81341 0.06913
H -1.37401 2.41672 -1.13016
H -2.92731 2.86473 -2.68269
H -4.27029 3.01519 -1.51263
*
```

Summary:
**Kohn-Sham gap (alpha / beta)**: 6.19 / 2.87 eV
**Energy relative to the best compared isomer or geometry (same formula, charge and spin)**: 8.4 kcal/mol
**E**: -3386.31862 hartree

# 3
The following is a quantum chemistry calculation of a 2-piece molecular cluster, C20H33Br2N2O4 overall at a distorted geometry, from OMol25.

ORCA input file:
```
! RIJCOSX wB97M-V def2-TZVPD def2/J DEFGRID3
* xyz 1 1
C 1.25749 -2.82840 4.52807
C 2.05877 -2.71061 3.24961
N 2.04055 -1.35562 2.65378
C 0.67392 -0.84897 2.53813
C 0.54882 0.40066 1.69569
C -0.88869 0.84385 1.54588
C -1.28477 1.74960 0.65014
C -2.71810 2.13287 0.56842
O -3.08253 3.27693 0.34018
C -3.66331 1.01569 0.82122
C -3.30208 0.08341 1.70562
C -4.13837 -1.09696 2.10598
Br -2.97433 -2.68393 2.30560
C -5.26622 -1.48658 1.16088
C -6.47070 -0.53032 1.25962
Br -4.68148 -1.75557 -0.67116
C -1.98493 0.28765 2.41230
O -1.88285 0.11451 3.60682
C 2.73771 -1.45222 1.40037
C 2.09994 -2.12550 0.19784
O 3.87244 -1.01943 1.30161
H 0.21137 -2.57680 4.41641
H 1.29398 -3.86773 4.83672
H 1.70730 -2.25996 5.32943
H 1.73398 -3.48185 2.54432
H 3.09317 -2.92180 3.49525
H -0.03069 -1.60729 2.19596
H 0.36662 -0.57839 3.53612
H 1.13281 1.21408 2.10999
H 0.91378 0.25646 0.68079
H -0.60447 2.21705 -0.04220
H -4.59391 0.97723 0.28960
H -4.55741 -0.94478 3.09096
H -5.60566 -2.45358 1.49226
H -6.37546 0.04471 2.17000
H -7.38680 -1.10032 1.27233
H -6.50493 0.15267 0.42244
H 2.47496 -1.60382 -0.67024
H 1.01963 -2.01517 0.21089
H 2.37793 -3.16602 0.12899
C 1.86592 1.99279 -1.99361
N 2.47955 2.11596 -3.35725
C 3.77720 2.84782 -3.21935
C 1.57567 2.89815 -4.24796
C 2.78614 0.75248 -3.93759
C 1.60285 -0.14520 -4.23161
O 0.88257 -0.38498 -3.03064
H 1.91219 2.96997 -1.51595
H 0.83339 1.68965 -2.09657
H 2.43093 1.26680 -1.41702
H 3.57599 3.83258 -2.80830
H 4.23391 2.93783 -4.20158
H 4.42348 2.28510 -2.55096
H 0.60902 2.40745 -4.29597
H 2.02316 2.95707 -5.23709
H 1.45790 3.89314 -3.82747
H 3.44711 0.27660 -3.21406
H 3.33749 0.92133 -4.86156
H 2.00767 -1.07957 -4.62898
H 0.94277 0.28090 -4.99300
H 0.17765 -1.01155 -3.22010
*
```

Summary:
**Kohn-Sham gap**: 8.10 eV
**E**: -6340.07857 hartree

# 4
The following is a quantum chemistry calculation of a 2-piece molecular cluster, C5H13N5S overall at a distorted geometry, from OMol25.

ORCA input file:
```
! RIJCOSX wB97M-V def2-TZVPD def2/J DEFGRID3
* xyz 2 1
C -4.65664 0.07951 0.85841
C -1.67403 2.40034 -0.35440
C 0.86617 -1.96593 1.35774
C 1.17325 -1.33894 -0.98132
C -0.50040 1.70083 -0.88824
N -3.52061 -0.17647 0.55808
N -2.84878 -1.17926 0.40403
N -1.60945 -1.24890 0.27089
N -0.62972 -0.35485 0.46691
N 0.68610 -0.92798 0.40075
S -6.00941 0.83920 1.04596
H -1.71995 2.50704 0.78300
H -1.57972 3.50966 -0.77577
H -2.62154 2.09128 -0.81383
H 0.44004 -3.04075 1.04724
H 1.84403 -2.20252 1.51519
H 0.35978 -1.52217 2.33305
H 0.41509 -1.94712 -1.35872
H 1.24662 -0.32379 -1.53790
H 2.06180 -1.86462 -0.92660
H 0.35498 1.65201 -0.24179
H -0.27983 1.39616 -1.86882
H -1.19502 -2.20100 -0.02350
H 1.26809 -0.05245 0.57558
*
```

Summary:
**Kohn-Sham gap (alpha / beta)**: 6.65 / 6.65 eV
**Energy relative to the best compared isomer or geometry (same formula, charge and spin)**: 191.1 kcal/mol
**E**: -869.33008 hartree

The highest E belongs to which entry? C5H13N5S